Entry 1:
This record from the OMol25 dataset describes an isolated molecule of C16H24ClN3O2S at a distorted geometry. The level of theory is ωB97M-V/def2-TZVPD.

Atoms and positions in Å:
C -1.771 -0.770 1.896
H -1.106 -1.497 2.354
H -1.167 0.038 1.491
H -2.426 -0.370 2.667
C -2.575 -1.456 0.792
N -3.401 -0.576 -0.003
S -2.787 -0.064 -1.455
O -2.082 -1.164 -2.042
O -3.864 0.536 -2.188
C -1.605 1.231 -1.052
C -0.309 0.870 -0.758
C 0.623 1.842 -0.386
C 0.182 3.175 -0.347
C -1.120 3.526 -0.650
C -2.032 2.543 -0.999
H -3.051 2.783 -1.251
H -1.417 4.563 -0.611
Cl 1.306 4.429 0.086
N 1.933 1.559 -0.078
C 2.540 0.337 0.089
N 1.856 -0.728 0.035
C 2.472 -2.021 0.163
C 3.447 -2.348 -0.974
C 4.828 -1.721 -0.797
C 4.821 -0.194 -0.830
H 4.400 0.151 -1.778
H 5.854 0.159 -0.777
C 4.032 0.424 0.329
H 4.271 -0.113 1.252
H 4.330 1.466 0.461
H 5.255 -2.055 0.152
H 5.481 -2.083 -1.595
H 3.005 -2.015 -1.915
H 3.563 -3.433 -1.023
H 2.990 -2.120 1.127
H 1.647 -2.740 0.145
H 2.505 2.379 0.082
H 0.004 -0.159 -0.819
C -4.343 0.306 0.644
C -5.432 -0.463 1.387
H -5.895 -1.183 0.718
H -5.023 -0.992 2.244
H -6.191 0.231 1.738
H -3.835 0.999 1.330
H -4.794 0.884 -0.163
H -3.216 -2.228 1.231
H -1.904 -1.936 0.080

Results
- SMILES = CCN(CC)S(=O)(=O)c1ccc(Cl)c(NC2=NCCCCC2)c1
- total charge = 0
- DFT total energy (hartree) = -1797.2114

Atomic partial charges in e from the Löwdin method, atoms 1 to 2: -0.0644 0.0770

***

Entry 2:
This record from the OMol25 dataset describes a cluster of 5 separate species, C16H24FO12 in total at a distorted geometry. The level of theory is ωB97M-V/def2-TZVPD.

Atoms and positions in Å:
F -0.495 -0.146 -0.380
C -1.523 4.236 -2.859
C -1.750 4.170 -1.357
C -1.057 2.984 -0.661
O 0.111 3.651 -0.204
C -0.130 4.852 -0.094
O 0.643 5.721 0.440
O -1.239 5.178 -0.747
H -1.786 5.149 -3.419
H -2.088 3.433 -3.452
H -0.428 4.209 -3.070
H -2.682 4.184 -1.028
H -0.682 1.999 -1.340
H -1.638 2.571 0.183
C 2.876 -1.214 -0.897
C 2.987 0.038 -0.116
C 2.006 0.181 1.137
O 2.930 0.507 2.170
C 4.237 0.540 1.740
O 5.287 0.833 2.296
O 4.257 0.216 0.370
H 1.960 -1.553 -1.221
H 3.340 -2.196 -0.362
H 3.649 -1.207 -1.721
H 2.604 0.920 -0.670
H 1.406 -0.659 1.335
H 1.249 0.951 0.950
C 1.335 -4.744 -2.751
C 0.124 -4.574 -1.899
C -0.555 -3.208 -1.978
O -1.790 -3.424 -2.658
C -2.029 -4.787 -2.750
O -3.022 -5.256 -3.246
O -0.830 -5.419 -2.479
H 1.388 -4.514 -3.893
H 1.490 -5.753 -2.981
H 2.114 -4.253 -2.064
H 0.386 -4.984 -0.846
H 0.096 -2.620 -2.532
H -0.660 -2.638 -0.986
C -0.748 1.998 3.016
C -1.867 0.989 3.580
C -2.531 0.020 2.659
O -2.653 -1.064 3.549
C -1.829 -1.011 4.461
O -1.679 -1.972 5.259
O -1.315 0.167 4.650
H -0.021 2.204 3.660
H -1.227 2.769 2.511
H -0.265 1.137 2.233
H -2.422 1.504 4.394
H -2.011 -0.380 1.960
H -3.533 0.266 2.118

Results
- total charge = -1
- DFT total energy (hartree) = -1626.7174
- relative energy (zero: lowest compared OMol25 entry of this formula, charge and spin) (kJ/mol) = 337.82

Atomic partial charges in e from the Löwdin method, atoms 1 to 2: -0.6401 -0.0110

***

Entry 3:
This record from the OMol25 dataset describes a structure of composition C16H24I2N5O2PtS2 at a distorted geometry. The level of theory is ωB97M-V/def2-TZVPD.

Atoms and positions in Å:
Pt 0.446 0.711 0.838
I 3.042 0.632 1.288
C 2.680 -0.947 2.671
I 0.557 -1.018 2.757
H 3.081 -0.736 3.656
H 3.039 -1.881 2.257
N 0.521 1.722 -6.733
C 0.804 2.028 -5.472
C 0.551 3.336 -4.976
C 0.878 3.664 -3.698
C 1.460 2.689 -2.849
C 1.705 1.381 -3.323
C 1.381 1.057 -4.604
S 1.993 3.141 -1.336
O 2.062 4.571 -1.221
O 3.041 2.300 -0.854
N 0.707 2.733 -0.124
C 0.172 3.707 0.492
S 0.528 5.523 0.363
C -0.624 5.786 1.480
C -1.257 4.538 1.987
N -0.801 3.490 1.432
H 0.144 2.409 -7.367
H 0.727 0.812 -7.114
H 0.129 4.083 -5.636
H 0.731 4.677 -3.347
H 2.195 0.658 -2.687
H 1.600 0.068 -4.988
H -0.881 6.791 1.806
H -2.011 4.527 2.765
C -0.572 -0.779 -2.177
C -0.968 -1.690 -1.028
N -2.270 -1.331 -0.454
C -3.355 -2.306 -0.741
C -3.321 -3.483 0.217
C -2.491 -0.233 0.254
C -3.906 0.095 0.648
N -1.564 0.630 0.656
H 0.301 -1.198 -2.677
H -0.338 0.231 -1.848
H -1.381 -0.711 -2.905
H -0.210 -1.732 -0.249
H -1.068 -2.707 -1.400
H -3.211 -2.636 -1.770
H -4.314 -1.804 -0.711
H -2.375 -4.023 0.157
H -4.118 -4.182 -0.032
H -3.471 -3.156 1.249
H -4.518 0.279 -0.235
H -3.935 0.978 1.280
H -4.354 -0.729 1.202
H -1.992 1.403 1.142

Results
- total charge = +3
- DFT total energy (hartree) = -2558.3734
- relative energy (zero: lowest compared OMol25 entry of this formula, charge and spin) (kJ/mol) = 43.44

Atomic partial charges in e from the Löwdin method, atoms 1 to 2: 0.4423 1.1752

***

Entry 4:
This record from the OMol25 dataset describes a structure of composition C16H24MoN7O2S5. The level of theory is ωB97M-V/def2-TZVPD.

Atoms and positions in Å:
Mo -0.636 -0.190 -0.351
C 4.783 -0.052 -3.719
C 4.190 -0.678 -2.515
N 4.603 -1.765 -1.941
N 3.751 -1.942 -0.905
C 2.825 -0.983 -0.800
S 1.689 -0.882 0.475
N 3.104 -0.169 -1.836
N 2.463 1.049 -2.080
H 5.605 -0.673 -4.062
H 5.171 0.944 -3.496
H 4.046 0.027 -4.520
H 3.849 -2.729 -0.284
H 2.910 1.458 -2.895
H 1.499 0.816 -2.335
N -3.004 -1.595 1.752
C -2.688 -0.312 2.152
C -3.552 0.283 3.082
C -3.287 1.554 3.526
C -2.144 2.199 3.061
C -1.349 1.546 2.155
N -1.616 0.314 1.670
C -2.257 -2.588 1.159
C -2.714 -3.901 1.350
C -1.998 -4.946 0.831
C -0.816 -4.675 0.145
C -0.449 -3.367 -0.020
N -1.167 -2.313 0.440
H -3.853 -1.938 2.173
H -4.413 -0.266 3.440
H -3.948 2.034 4.235
H -1.873 3.192 3.390
H -0.442 1.995 1.789
H -3.619 -4.069 1.919
H -2.340 -5.963 0.969
H -0.203 -5.461 -0.269
H 0.444 -3.109 -0.561
S -2.840 -0.058 -1.085
S -2.551 0.397 -3.099
S -1.528 -1.235 -3.704
S 0.074 -1.182 -2.346
C 1.137 3.465 -0.059
C 0.034 2.892 -0.923
C -1.283 3.636 -0.848
O -0.196 1.531 -0.537
H 1.401 4.459 -0.423
H 2.020 2.830 -0.105
H 0.819 3.563 0.980
H 0.365 2.833 -1.964
H -1.602 3.769 0.186
H -2.058 3.095 -1.390
H -1.168 4.622 -1.299
O 1.300 1.015 2.987
H 2.206 0.958 2.668
H 1.309 0.564 3.837

Results
- total charge = +1
- DFT total energy (hartree) = -3216.9217

Atomic partial charges in e from the Löwdin method, atoms 1 to 2: 0.9138 0.0066

***

Entry 5:
This record from the OMol25 dataset describes a structure of composition C16H24N2O4 at a distorted geometry. The level of theory is ωB97M-V/def2-TZVPD.

Atoms and positions in Å:
C -0.557 3.399 -0.931
H -1.256 2.912 -1.715
O 0.697 3.259 -1.248
C 1.038 4.149 -2.414
C 2.417 4.228 -2.626
H 2.960 5.015 -3.284
H 3.238 4.351 -1.621
C 2.951 2.779 -3.397
N 2.466 1.651 -2.699
C 1.692 0.737 -3.155
O 1.650 0.540 -4.555
C 1.041 -0.259 -2.448
C 0.493 0.257 -0.941
C 0.016 -0.877 -0.214
C -0.384 -2.051 -0.717
C 0.284 -2.388 -1.906
C 0.810 -1.434 -2.597
H 1.202 -1.746 -3.694
H -0.127 -3.587 -2.309
H -0.694 -2.817 -0.056
C -0.573 -0.263 1.061
O -0.641 0.840 1.241
N -0.435 -1.316 2.073
H -0.020 -2.179 1.927
C -1.168 -1.059 3.246
H -0.379 -1.512 4.212
C -2.481 -1.254 3.775
C -2.624 -3.044 3.357
O -1.578 -3.536 4.255
C -1.812 -4.989 4.231
H -1.129 -5.527 4.730
H -2.960 -5.261 4.418
H -1.684 -5.404 3.135
H -3.685 -3.070 3.734
H -2.450 -3.071 2.389
H -3.035 -1.047 2.916
H -2.881 -1.166 4.630
H -0.685 0.107 3.693
H 0.810 1.095 -0.668
H 2.689 1.654 -1.710
H 4.238 2.733 -3.166
H 2.962 2.705 -4.376
H 0.827 5.292 -2.369
H 0.573 3.877 -3.273
H -0.764 2.858 -0.243
H -1.055 4.417 -0.690

Results
- total charge = 0
- DFT total energy (hartree) = -1033.9158
- relative energy (zero: lowest compared OMol25 entry of this formula, charge and spin) (kJ/mol) = 1871.49

Atomic partial charges in e from the Löwdin method, atoms 1 to 2: -0.2087 0.1377

***

Number 1: HOMO-LUMO gap 8.99 eV. Number 2: HOMO-LUMO gap 8.77 eV. Number 3: HOMO-LUMO gap 4.10 eV. Number 4: HOMO-LUMO gap 7.02 eV. Number 5: HOMO-LUMO gap 8.55 eV.